[1]
C54H53N2O4P2S3W | ωB97M-V with the def2-TZVPD basis set

Summary:
⟨S²⟩: 2.03
HOMO energy (alpha / beta): -14.9 / -15.0 eV
gap between HOMO and LUMO (alpha / beta): 6.7 / 4.3 eV

```
! wB97M-V def2-TZVPD RIJCOSX def2/J DEFGRID3
* xyz 3 3
W 0.90854 1.33796 0.16784
O 0.25570 1.04578 3.51039
S -0.30812 0.36753 2.31341
C -2.09934 0.74661 2.44803
C -2.39365 1.43406 3.63536
C -3.68480 1.63447 4.10099
C -4.73788 1.10729 3.36303
C -6.21327 1.09517 3.62218
C -6.80893 0.40230 2.37693
C -5.62924 0.04538 1.53883
C -5.55019 -0.59057 0.29409
C -4.31069 -0.72348 -0.28385
C -3.09162 -0.27284 0.31011
P -1.63494 -0.15360 -0.74852
C -2.13416 -1.17137 -2.15062
C -2.24869 -2.54481 -1.91119
C -2.69848 -3.38876 -2.91201
C -3.02161 -2.86979 -4.16208
C -2.89993 -1.51039 -4.40601
C -2.46175 -0.65564 -3.40093
C -1.65600 1.81566 -0.93319
C -2.99624 2.44942 -1.02436
C -3.24878 3.38259 -1.94192
C -2.22992 3.86992 -2.88510
C -1.02054 3.32418 -2.91466
C -0.70352 2.09760 -2.11595
C -3.14796 0.29459 1.61711
C -4.44258 0.47096 2.15742
C -0.35498 -1.35977 2.67277
C -0.94961 -1.59080 3.90516
C -1.13406 -2.86457 4.44453
C -0.69850 -3.92804 3.70406
C -0.74204 -5.40083 4.01255
C -0.00314 -6.07393 2.83152
C 0.42075 -4.92927 1.94824
C 1.19461 -4.91703 0.82564
C 1.47534 -3.67137 0.24851
C 0.97694 -2.45465 0.69570
P 1.65463 -1.07652 -0.27089
C 1.27390 -1.37044 -2.03675
C 1.58815 -0.35098 -2.94173
C 1.38835 -0.52853 -4.30224
C 0.87228 -1.72493 -4.78190
C 0.54283 -2.73387 -3.88970
C 0.73280 -2.55666 -2.52715
C 3.44118 -1.40980 -0.11026
C 4.27955 -1.49609 -1.21337
C 5.62160 -1.82222 -1.04516
C 6.13026 -2.05833 0.22072
C 5.29155 -1.98887 1.32898
C 3.95432 -1.67672 1.16353
C 0.18485 -2.43516 1.88740
C -0.04481 -3.70415 2.47341
H -1.56408 1.77866 4.23203
H -3.84726 2.15892 5.03324
H -6.60386 2.10218 3.77517
H -6.42979 0.54313 4.53963
H -7.48295 1.05750 1.81777
H -7.39667 -0.48616 2.62099
H -6.43328 -0.93116 -0.22961
H -4.26838 -1.15537 -1.27386
H -1.99246 -2.95533 -0.93888
H -2.79581 -4.44941 -2.72266
H -3.37443 -3.52740 -4.94510
H -3.16219 -1.10663 -5.37451
H -2.41690 0.40712 -3.60118
H -3.72967 2.21111 -0.26567
H -4.22448 3.85195 -1.96072
H -2.47858 4.70122 -3.52997
H -0.24273 3.68176 -3.57842
H -0.75711 1.25429 -2.81722
H -1.26594 -0.74443 4.49951
H -1.59262 -2.98306 5.41661
H -1.77310 -5.74281 4.10780
H -0.25926 -5.60481 4.96877
H -0.64381 -6.76649 2.28508
H 0.86234 -6.64714 3.16338
H 1.61886 -5.81799 0.40346
H 2.15845 -3.66792 -0.59271
H 1.99918 0.58747 -2.59067
H 1.64765 0.26642 -4.98898
H 0.72629 -1.86990 -5.84386
H 0.13234 -3.66754 -4.25044
H 0.43750 -3.35372 -1.86096
H 3.89396 -1.35052 -2.21207
H 6.26228 -1.91069 -1.91258
H 7.17236 -2.31969 0.34631
H 5.67909 -2.19394 2.31754
H 3.30705 -1.65469 2.03234
O -1.00253 2.07501 0.27189
O 0.60857 2.11549 -1.59999
C 2.49522 1.21162 1.68648
H 2.73473 2.21927 2.01998
H 3.37735 0.77984 1.23081
H 2.23329 0.63366 2.57160
C 3.55421 5.40328 -1.75196
C 3.36706 3.94363 -2.14491
S 3.79080 2.85028 -0.77019
O 2.81357 1.63516 -0.84588
C 5.33308 2.13414 -1.32268
C 5.31356 1.49194 -2.70006
H 3.28167 6.03390 -2.59712
H 4.59161 5.62427 -1.50058
H 2.92862 5.67207 -0.90446
H 3.98462 3.67319 -2.99796
H 2.32938 3.68620 -2.36249
H 5.57978 1.42588 -0.52858
H 6.04234 2.96441 -1.25596
H 4.44441 0.85191 -2.82845
H 6.20443 0.87439 -2.80402
H 5.33510 2.22709 -3.50172
N 0.31047 3.84426 3.24405
C 0.45580 4.52289 2.11775
N 0.10551 5.80785 2.08701
S 1.17234 3.89814 0.68866
H -0.04279 4.29247 4.07534
H 0.52227 2.84940 3.28127
H -0.16535 6.30758 2.91971
H 0.25068 6.33917 1.24402
*
```

Löwdin population analysis, charges in e, atoms 1 to 8:
1 W 1.355
2 O -0.478
3 S 0.914
4 C -0.215
5 C -0.026
6 C 0.060
7 C -0.092
8 C -0.063

---

[2]
C4H9ClO2 | ωB97M-V with the def2-TZVPD basis set

Summary:
HOMO energy (alpha / beta): -8.0 / -8.0 eV
gap between HOMO and LUMO (alpha / beta): 8.0 / 8.0 eV

```
! wB97M-V def2-TZVPD RIJCOSX def2/J DEFGRID3
* xyz 0 1
C 0.71774 -0.49427 -1.51107
C -1.99686 -1.13254 0.07257
C 1.05809 1.84477 1.24491
C 0.79391 -0.05960 -0.19081
O -1.53134 0.11506 0.18268
O 1.18555 1.14930 -0.01405
Cl 0.97348 -1.26495 1.07934
H -0.32624 -0.75765 -1.73986
H 1.08644 0.24611 -2.16794
H 1.27417 -1.36240 -1.72847
H -1.75991 -1.56805 -0.99422
H -3.07778 -1.01914 0.09723
H -1.53111 -1.76391 0.81818
H 1.11365 2.86961 1.12392
H 1.85575 1.63549 2.05308
H 0.16444 1.56216 1.67451
*
```

natural (NBO) population analysis, charges in e, atoms 1 to 8:
1 C -0.747
2 C -0.226
3 C -0.257
4 C 0.593
5 O -0.754
6 O -0.454
7 Cl 0.026
8 H 0.299

---

[3]
C5H6Cl3NO5 | ωB97M-V with the def2-TZVPD basis set

Summary:
HOMO energy: -10.8 eV
gap between HOMO and LUMO: 11.0 eV

```
! wB97M-V def2-TZVPD RIJCOSX def2/J DEFGRID3
* xyz 0 1
C 2.45848 -1.31548 -0.35807
C 1.15158 -1.32724 0.36400
O 0.96839 -1.69549 1.51628
O 0.27687 -0.48140 -0.29001
C -0.84067 0.12417 0.30110
O -0.81844 0.03230 1.65968
C -0.88591 1.56172 -0.20234
N 0.48289 2.25809 -0.18939
O 0.42594 3.38792 -0.52812
O 1.45461 1.67598 0.04274
C -2.14594 -0.66452 -0.29768
Cl -2.16959 -2.31853 0.50905
Cl -1.98024 -0.83032 -2.08112
Cl -3.58898 0.24469 0.13083
H 3.10946 -2.20523 -0.35015
H 3.17920 -0.53582 -0.06127
H 2.09186 -0.83563 -1.24893
H -0.41419 -0.94669 1.89657
H -1.55060 2.13397 0.40341
H -1.20471 1.73750 -1.21658
*
```

natural (NBO) population analysis, charges in e, atoms 1 to 8:
1 C -0.750
2 C 0.847
3 O -0.585
4 O -0.544
5 C 0.483
6 O -0.735
7 C -0.360
8 N 0.581

---

The energy above the lowest of the compared OMol25 structures with the same formula, charge and spin results, record by record, are as follows: 0.857 3.923 0.346 eV.